[1]
DFT (ωB97M-V with the def2-TZVPD basis set) results for a cluster of 3 separate species, C17H36BBrN4O4 in total at a distorted geometry.

Geometry as XYZ:
```
63
C17H36BBrN4O4 | the OMol25 dataset | ωB97M-V with the def2-TZVPD basis set
H -2.89820 -1.96997 0.97188
C -0.24700 1.86873 -3.69565
N -0.41330 2.08938 -4.78206
H -3.23611 -0.93920 -1.85150
H 1.90719 -0.59380 -3.01517
C 1.83481 4.18678 -0.47863
H 2.11957 3.45928 0.31200
H -5.79221 -1.09235 3.15383
H -6.36855 -0.55929 5.32068
C -3.27997 -1.18661 0.29460
H -0.21335 4.43383 0.38028
N 1.17455 5.65256 1.36171
C -5.02993 -2.25757 5.31639
C 1.69085 -1.53696 0.65170
H 4.35838 -2.38643 -2.55402
C 6.01857 -2.16845 -1.56177
H 7.06049 -2.45415 -1.70571
H -4.66371 -0.14879 5.57422
C 1.27462 1.92718 -1.70752
H 2.00557 1.44871 -2.39249
H -4.35330 -1.31775 0.03305
O -5.18429 -0.52155 3.63766
H -3.44641 1.05071 0.37064
H 5.95991 -1.07475 -1.54464
H -5.69516 -2.91584 4.75147
H 0.35436 5.95294 1.89350
C 0.67160 5.04144 0.08527
H 1.10296 -3.44808 -1.61183
H 1.51910 -1.98132 1.65322
H 1.45974 1.69670 -0.64322
H 1.55919 4.89835 1.93674
H 6.04300 -2.39651 0.58969
N -1.57453 -1.17051 -4.09678
C -0.14723 1.53705 -2.21073
H 4.42988 -2.48766 -0.13968
H -0.39655 -3.71571 -0.66350
C -5.34244 -0.80188 5.02596
O 1.91012 -1.06597 -2.16668
H 2.71695 4.85208 -0.60963
H -5.14151 -2.47730 6.37988
H 1.79463 -0.43139 0.72402
H 5.52772 -3.84588 -0.29640
O -1.54461 -0.02819 -0.94409
H -4.00925 -2.49671 5.01260
Br -1.56504 2.66040 -1.37205
C -3.22650 0.20172 1.04381
H -3.97600 0.23623 1.86275
H 0.71956 3.99914 -2.41929
H -1.96535 -2.09523 -1.18700
N 0.55223 -1.79619 -0.27644
C -0.54488 -0.01811 -1.93445
C 5.47767 -2.75573 -0.27289
H -2.21695 0.27676 1.49865
C 1.52950 3.49269 -1.86236
B 0.70872 -0.95210 -1.48785
H 2.62256 -1.99145 0.24692
C -2.46690 -1.11415 -1.06790
H 1.18342 -3.79496 0.13321
H 2.45111 3.64167 -2.46815
O 5.27831 -2.64978 -2.67897
C 0.60939 -3.23842 -0.63779
C -1.03083 -0.58734 -3.29418
H 0.34381 5.85968 -0.58537
```

Output
Largest force on an atom: 5.365 eV/A
Lowest unoccupied orbital energy: 0.1 eV
SMILES: CCCO[C@](C#N)(B(O)N(C)C)[C@](Br)(C#N)CCCCN.CCO.CCO

=====

[2]
DFT (ωB97M-V with the def2-TZVPD basis set) results for a structure of composition C3H3CuO2 at a distorted geometry.

Geometry as XYZ:
```
9
C3H3CuO2 | the OMol25 dataset | ωB97M-V with the def2-TZVPD basis set
O -0.15856 1.31430 0.34085
H 1.56083 -0.83755 -0.82548
H 1.72264 -0.85681 0.97499
C 1.08193 1.02900 0.03535
O -0.22693 -0.89632 0.27518
C 1.12571 -0.48009 0.13407
H -0.67105 0.36955 -1.28520
Cu -3.40739 0.19063 0.51573
C -1.02718 0.16728 -0.16549
```

Output
Largest force on an atom: 2.611 eV/A
Relative energy (zero: lowest compared OMol25 entry of this formula, charge and spin): 130.1 kcal/mol
Lowest unoccupied orbital energy: -1.7 eV